Record 1
{
  "formula": "C15H20Br33ClI2N3OP2S",
  "method": "ωB97M-V/def2-TZVPD",
  "species": ["I", "I", "Br", "Br", "Br", "Br", "Br", "Br", "Br", "Br", "Br", "Br", "Br", "Br", "Br", "Br", "Br", "Br", "Br", "Br", "Br", "Br", "Br", "Br", "Br", "Br", "Br", "Br", "Br", "Br", "Br", "Br", "Br", "Br", "Br", "Cl", "S", "P", "P", "O", "N", "N", "N", "C", "C", "C", "C", "C", "C", "C", "C", "C", "C", "C", "C", "C", "C", "C", "H", "H", "H", "H", "H", "H", "H", "H", "H", "H", "H", "H", "H", "H", "H", "H", "H", "H", "H", "H"],
  "xyz": [[-3.5576, -2.7285, 2.4855], [-3.5180, 1.7081, 0.1758], [4.3653, -4.2718, -8.1354], [2.0142, 4.3815, 7.0923], [0.4962, 1.3791, -3.3051], [0.9474, 7.8633, 6.6788], [-0.7557, 3.9626, -1.9144], [6.4726, -9.8282, 3.8784], [0.5409, -9.9003, 1.0405], [2.1190, -4.2671, -10.3877], [-4.7430, 6.6783, 2.6587], [-1.0147, 3.6521, 7.7210], [-1.9167, 5.3415, 3.2127], [0.2331, 2.8990, 4.8933], [1.6417, 0.2471, -12.1675], [-1.1149, 8.3025, 9.0629], [-9.4364, 3.3048, 4.2078], [1.7123, 6.9688, 9.6565], [2.7945, 5.5118, -2.8753], [-2.7094, 6.2603, 0.2558], [-1.1026, -7.1969, 0.6545], [-0.3710, -0.9329, -5.5730], [1.5320, -7.2397, 2.4566], [-6.8318, 3.2912, 2.3750], [4.1809, 3.1395, -4.4741], [4.2036, 3.1367, -1.2928], [4.7501, -11.5162, 1.7982], [3.4181, -10.4779, 4.4944], [4.1504, -1.6711, -12.5714], [0.5718, 1.7022, -0.1360], [-8.5362, 5.9662, 2.7084], [4.6727, -6.1360, -10.7025], [2.5499, 0.1658, -6.1365], [1.1319, -1.6898, -8.2922], [3.9249, 0.1473, -9.9555], [-2.1844, 0.8403, 3.9847], [2.5652, -3.1749, 1.8644], [-0.9198, 0.7067, 2.3347], [0.7672, -3.7801, 2.1828], [0.4193, 0.0093, 2.9187], [-1.5875, -0.6061, 1.2957], [-0.3409, -2.4038, 2.2381], [-0.2921, -2.0492, -0.0261], [-2.8962, 6.6087, 2.1414], [-2.9862, -0.9327, 1.5375], [-7.9538, 4.3338, 3.5474], [4.7287, -10.1272, 3.1279], [-0.7486, -1.7179, 1.2059], [0.7395, 8.2203, 8.5646], [0.2555, 4.1466, 6.3697], [4.2213, 4.2227, -2.8869], [0.0055, -8.2447, 1.8390], [-5.4079, -0.3323, 1.4343], [3.5175, -0.0107, -11.8305], [0.8790, -0.3649, -6.9297], [0.6135, 2.6176, -1.8372], [-3.9614, -0.0975, 1.1721], [3.9945, -4.4757, -10.0125], [-0.5926, -8.4807, 2.7063], [-0.0555, 5.1041, 5.9747], [-0.6125, -2.9526, -0.3592], [-7.3507, 4.6097, 4.3993], [1.0769, 0.6873, 3.1184], [0.4508, 0.5080, -7.3997], [-0.4726, -1.3086, -0.6951], [4.0472, 0.7800, -12.3394], [4.4335, -9.2155, 2.6308], [1.1642, 9.1957, 8.7457], [0.3022, -4.6625, 1.2007], [-5.7798, -1.1896, 0.8866], [-0.7131, -2.1354, 3.1413], [5.1533, 4.7675, -2.8890], [0.6594, -4.3013, 3.4752], [1.5690, 3.1196, -1.9042], [-2.4678, 7.5820, 2.3279], [4.5094, -3.6780, -10.5271], [-5.5777, -0.5152, 2.4905], [-5.9866, 0.5436, 1.1929]],
  "total_charge": 1,
  "multiplicity": 1,
  "homo_lumo_gap_ha": 0.285,
  "energy_ha": -87901.68185,
  "max_force_ev_per_a": 2.68,
  "homo_ha": -0.4195,
  "e_lumo_ev": -3.67
}

Record 2
{
  "formula": "C15H20BrORu",
  "method": "ωB97M-V/def2-TZVPD",
  "species": ["Ru", "Br", "O", "C", "C", "C", "C", "C", "C", "C", "C", "C", "C", "C", "C", "C", "C", "C", "H", "H", "H", "H", "H", "H", "H", "H", "H", "H", "H", "H", "H", "H", "H", "H", "H", "H", "H", "H"],
  "xyz": [[0.2095, 0.0288, 1.5236], [2.6220, 0.5986, 1.6262], [0.8120, 0.2536, -0.6655], [0.8731, -2.2983, 0.8480], [-1.5095, 0.1487, -2.2730], [1.5768, 1.0704, -1.5698], [0.8999, 0.8629, -2.9367], [-0.1116, -0.2088, -2.5585], [-0.0709, 1.9039, 2.7653], [-0.0138, -1.5979, 2.9056], [-0.5498, -2.0443, 0.6598], [1.1949, -2.0532, 2.2401], [-0.7486, 2.2376, 0.5928], [-1.0965, -1.6236, 1.9286], [-1.6605, 1.2363, 1.1007], [-1.2930, 1.0846, 2.5655], [0.3178, -1.6137, -2.7210], [0.1754, 2.6058, 1.5296], [1.0075, 3.3138, 1.4002], [1.5477, -2.5981, 0.1002], [1.5488, 2.1150, -1.2179], [-2.1383, -1.4551, 2.1290], [2.6178, 0.7064, -1.5473], [2.1417, -2.1692, 2.6923], [0.2581, -1.7981, -3.7877], [-1.9697, -0.4964, -1.5062], [0.4023, 1.7663, -3.2950], [0.4224, 1.9822, 3.6975], [-1.8332, 0.5997, 3.2757], [-2.0290, -0.0052, -3.2108], [-2.4828, 0.7953, 0.6685], [-0.8640, 2.6606, -0.4403], [-1.6278, 1.1938, -1.9589], [1.3528, -1.8006, -2.3845], [-0.1127, -1.3808, 3.9483], [-1.1055, -2.2016, -0.2287], [-0.3507, -2.3020, -2.2003], [1.5876, 0.4828, -3.6951]],
  "total_charge": -1,
  "multiplicity": 5,
  "homo_lumo_gap_ha": [0.188, 0.254],
  "energy_ha": -3327.51913,
  "max_force_ev_per_a": 5.55,
  "homo_ha": [-0.0647, -0.1396],
  "e_lumo_ev": [3.36, 3.11]
}

Record 3
{
  "formula": "C15H20CaN7S4",
  "method": "ωB97M-V/def2-TZVPD",
  "species": ["Ca", "S", "S", "S", "S", "N", "N", "N", "N", "N", "N", "N", "C", "C", "C", "C", "C", "C", "C", "C", "C", "C", "C", "C", "C", "C", "C", "H", "H", "H", "H", "H", "H", "H", "H", "H", "H", "H", "H", "H", "H", "H", "H", "H", "H", "H", "H"],
  "xyz": [[0.6133, -0.0033, 0.2567], [4.2283, 2.8654, 1.0988], [-0.7560, -2.0086, -1.6001], [0.2060, -2.7186, 1.2277], [2.4973, -1.8196, -0.9768], [-2.4040, 4.5454, 3.4720], [-0.6692, 1.5667, 1.4477], [2.4660, 0.7046, 1.1586], [-0.2828, 1.8925, -1.2073], [-1.8549, 3.6355, 1.4485], [-0.1375, 0.5096, 3.4574], [-1.3950, 2.4659, 3.5419], [-1.1740, 2.7234, -0.6089], [-0.7357, 1.5713, 2.8030], [1.5537, -3.8082, 0.7725], [-1.2842, 2.6288, 0.8450], [1.8803, -2.8935, -2.3072], [3.1622, 1.6471, 1.0393], [-0.0127, 2.1300, -2.5433], [-1.4136, -3.5430, -0.8865], [-1.8618, 3.5233, 2.8135], [2.7650, -3.0306, 0.3308], [-1.7842, 3.7897, -1.3295], [-0.6932, 3.0839, -3.3376], [0.5205, -2.4289, -2.8326], [-1.5988, 3.9307, -2.7230], [-1.2723, -3.6101, 0.6032], [0.0776, -3.2308, -3.4661], [0.5812, -1.5140, -3.4136], [3.1067, -2.4600, 1.1910], [0.8107, 0.2767, 3.0648], [-0.0910, 0.6536, 4.4400], [-0.4656, 3.1405, -4.4007], [-2.4695, -3.4942, -1.1546], [-2.1280, -3.1676, 1.1263], [1.1957, -4.4556, -0.0452], [2.6243, -2.8019, -3.0873], [-2.7064, 5.3621, 2.9471], [-0.9602, -4.4011, -1.3823], [-2.4935, 4.5738, 4.4414], [0.8145, 1.5247, -2.9753], [-2.1744, 4.7636, -3.1786], [-2.3851, 4.5129, -0.7269], [3.5767, -3.6647, -0.0582], [1.8373, -3.9280, -1.9270], [-1.1002, -4.6355, 0.9544], [1.7860, -4.4036, 1.6871]],
  "total_charge": 1,
  "multiplicity": 1,
  "de_lowest_kcal_mol": 6.6,
  "homo_lumo_gap_ha": 0.254,
  "energy_ha": -3237.22438,
  "max_force_ev_per_a": 2.68,
  "homo_ha": -0.3741,
  "e_lumo_ev": -3.27
}

Record 4
{
  "formula": "C15H20F5O2SnTe",
  "method": "ωB97M-V/def2-TZVPD",
  "species": ["Te", "Sn", "F", "F", "F", "F", "F", "O", "O", "C", "C", "C", "C", "C", "C", "C", "C", "C", "C", "C", "C", "C", "C", "C", "H", "H", "H", "H", "H", "H", "H", "H", "H", "H", "H", "H", "H", "H", "H", "H", "H", "H", "H", "H"],
  "xyz": [[-0.3172, -2.6221, 3.4227], [0.0478, -0.7493, 0.3207], [1.5621, -2.5349, 3.1300], [-0.3716, -4.4769, 3.0634], [-2.1830, -2.6982, 3.7283], [-0.3365, -0.7661, 3.8486], [0.0439, -3.0180, 5.2634], [-0.5720, -2.2326, 1.6172], [0.3157, -2.2861, -0.9518], [2.2877, 1.5268, -0.4881], [1.9186, 0.3677, 1.4704], [-0.3480, -0.4214, -4.1498], [-1.7656, 1.4240, -0.7938], [-2.0146, 0.0684, -0.3640], [-2.0656, 0.0976, 1.0989], [0.2987, -1.6935, -3.7472], [0.6346, -2.5187, -2.3120], [-1.7995, 1.4336, 1.5135], [0.4366, 0.8151, -4.2496], [2.3367, -0.5906, 0.4391], [2.5435, 0.1695, -0.7730], [1.9093, 1.6568, 0.8711], [-1.8087, -0.3883, -4.3402], [-1.6396, 2.2349, 0.3552], [0.2944, 1.3046, -5.2256], [2.4342, 2.3531, -1.1891], [1.3166, -1.6507, -4.1816], [-2.4302, -0.7109, 1.7198], [-2.2627, 0.5235, -3.9411], [-2.0858, -0.4503, -5.4038], [2.9230, -0.2456, -1.7045], [2.6769, -1.6029, 0.6418], [1.7281, 2.5905, 1.3953], [1.5066, 0.6007, -4.1462], [0.1705, 1.5518, -3.4778], [-1.8113, 1.7860, 2.5439], [0.1653, -3.5068, -2.4713], [-0.2502, -2.4815, -4.2952], [-2.3797, -0.7542, -0.9841], [1.8310, 0.1216, 2.5250], [-1.7850, 1.7639, -1.8286], [-2.2744, -1.2491, -3.8466], [-1.5111, 3.3147, 0.3547], [1.7314, -2.6362, -2.3234]],
  "total_charge": -1,
  "multiplicity": 1,
  "homo_lumo_gap_ha": [0.135, 0.234],
  "energy_ha": -1715.58648,
  "max_force_ev_per_a": 1.93,
  "homo_ha": [-0.0891, -0.1622],
  "e_lumo_ev": [1.25, 1.95]
}

Record 5
{
  "formula": "C15H20F9N2O5P",
  "method": "ωB97M-V/def2-TZVPD",
  "species": ["P", "F", "F", "F", "F", "F", "F", "F", "F", "F", "O", "O", "O", "O", "O", "N", "N", "C", "C", "C", "C", "C", "C", "C", "C", "C", "C", "C", "C", "C", "C", "C", "H", "H", "H", "H", "H", "H", "H", "H", "H", "H", "H", "H", "H", "H", "H", "H", "H", "H", "H", "H"],
  "xyz": [[-1.2398, 3.0951, -1.2602], [2.3849, -0.9362, -1.6411], [0.0579, -2.2236, -1.3028], [3.2570, 1.5503, -4.6445], [1.9545, -2.4241, -3.1674], [4.2448, -0.0322, -3.5128], [0.8416, 0.6370, -4.0703], [2.1466, -0.8365, -4.9917], [2.9888, 1.4583, -2.4932], [-0.5531, -1.7920, -3.3665], [-2.1441, 0.6097, 3.9779], [-3.5509, 1.1499, 5.7036], [0.7501, -5.7253, 1.0281], [2.9583, -6.1948, 0.9379], [-2.7259, 2.6120, 3.0762], [-0.3530, 1.9018, -0.2102], [-1.7933, 4.3291, -0.5065], [0.3862, 0.8716, -1.0346], [2.1033, -4.5336, -0.5146], [-1.1943, 1.1851, 6.1586], [0.1120, -1.3099, -2.2960], [-1.4213, -0.2146, 0.6012], [-1.9764, 1.6754, 3.1543], [-0.7635, 1.5613, 2.2551], [-0.5764, -0.0653, -1.7600], [3.1455, 0.7087, -3.5978], [-1.2591, 1.2820, 0.8354], [1.6020, -1.2110, -2.7103], [-1.7758, -0.4367, -0.8575], [-2.4245, 1.0144, 5.3438], [1.8979, -0.1778, -3.8516], [1.9192, -5.5989, 0.5937], [-1.6029, 4.2962, 0.4882], [-0.4084, 1.6849, 5.6121], [1.1553, -4.0678, -0.7497], [2.8077, -3.7671, -0.1735], [-0.2855, 3.3645, -2.2593], [-2.2203, 2.2903, -1.8622], [-1.0013, 0.4640, -2.6041], [-2.2401, 1.7241, 0.7110], [-0.5086, -0.7422, 0.8453], [0.3700, 2.4624, 0.2399], [-2.2308, -0.5351, 1.2392], [1.0455, 0.3324, -0.3721], [-2.1428, -1.4284, -1.0683], [2.5074, -4.9897, -1.4214], [-0.0630, 0.8030, 2.5742], [0.9674, 1.4176, -1.7606], [-0.2719, 2.5311, 2.2827], [-1.4505, 1.7725, 7.0239], [-0.8409, 0.2133, 6.4786], [-2.5852, 0.2448, -1.1001]],
  "multiplicity": 1,
  "homo_lumo_gap_ha": 0.149,
  "energy_ha": -2309.29438,
  "max_force_ev_per_a": 1.89,
  "homo_ha": -0.2100,
  "e_lumo_ev": -1.66
}